Molecular formula: C7H17AlFNO4PS
Method: DFT, ωB97M-V/def2-TZVPD

Geometry as XYZ:
```
33
Properties=species:S:1:pos:R:3:forces:R:3:nbo_charge:R:1
C -2.5017 -1.1075 -1.9535 0.07 -0.10 -0.09 -0.62
C -1.3948 -0.0891 -2.2487 0.16 -0.08 0.10 -0.40
C -1.3120 1.0926 -1.2556 -0.35 -0.11 0.14 -0.81
C -2.6912 1.6998 -0.9182 0.04 0.12 -0.08 -0.62
Al -0.1751 0.6888 0.3054 0.44 0.31 -0.32 1.37
O 0.3775 2.1881 1.1403 -0.24 -0.03 0.33 -0.78
N -0.4655 3.2467 1.2672 -0.11 -0.07 0.06 0.37
O -0.7099 3.5214 2.3931 0.24 0.00 -0.20 -0.32
P 1.7596 -0.5383 -0.2063 0.11 -0.02 -0.22 0.06
C 1.5177 -2.2889 0.4019 -0.13 0.07 0.04 -0.91
C 3.0370 0.0840 0.9902 -0.03 0.02 0.19 -0.68
C 4.4568 -0.3185 0.5813 -0.04 -0.05 0.00 -0.61
S -1.5085 -0.4968 1.8771 -0.11 0.02 0.07 1.88
O -1.8500 -1.8146 1.3900 -0.03 0.01 0.05 -0.97
O -2.5494 0.2847 2.4973 -0.01 -0.10 0.03 -0.95
F -0.4803 -0.8216 3.1073 0.01 0.01 0.01 -0.54
H -2.1650 -1.8572 -1.2362 -0.07 0.09 0.11 0.22
H -3.4010 -0.6429 -1.5485 0.02 -0.01 -0.01 0.20
H -2.7946 -1.6377 -2.8633 0.04 -0.02 0.00 0.19
H -1.4816 0.2839 -3.2771 -0.22 0.05 0.05 0.18
H -0.4429 -0.6324 -2.2263 0.03 0.06 -0.17 0.20
H -0.7394 1.8906 -1.7480 0.12 -0.10 -0.03 0.22
H -3.4175 1.5392 -1.7243 0.04 0.07 -0.02 0.18
H -2.6020 2.7787 -0.7744 0.00 -0.02 0.07 0.21
H -3.1359 1.3009 -0.0033 -0.04 -0.06 -0.05 0.21
H 2.3292 -2.5435 1.0868 0.04 -0.01 -0.07 0.21
H 1.5402 -2.9801 -0.4409 0.02 -0.02 0.04 0.21
H 0.5779 -2.4258 0.9359 0.01 -0.04 -0.01 0.24
H 2.9433 1.1712 1.0420 0.02 -0.03 0.02 0.23
H 2.8225 -0.2912 1.9945 -0.07 0.02 -0.01 0.21
H 4.8439 0.3436 -0.1951 -0.02 -0.04 -0.02 0.20
H 4.4704 -1.3337 0.1762 0.03 0.00 0.04 0.20
H 5.1423 -0.2942 1.4329 0.03 0.08 -0.03 0.19
```
Forces are in eV/Å.

LUMO level: 3.3224 eV
Gap between HOMO and LUMO: 7.954 eV
Total charge: -1
HOMO level: -4.63 eV
Molar mass: 288.237 g/mol
DFT total energy: -1714.55695 Ha

Molecular formula: C2H5NO2
Method: DFT, ωB97M-V/def2-TZVPD

Geometry as XYZ:
```
10
Properties=species:S:1:pos:R:3:forces:R:3:nbo_charge:R:1
C 0.2280 0.8261 0.6741 0.35 -3.95 -1.34 0.64
C -0.3732 -0.9528 -0.4658 -0.92 2.03 4.96 -0.65
N -0.7678 1.4502 1.3800 -1.43 0.15 -0.68 -0.38
O 0.2479 0.6408 2.0773 0.58 0.44 -0.75 -0.39
O 1.3355 1.3519 -0.0013 -2.19 1.57 1.80 -0.71
H 0.1525 -1.7085 0.1756 -0.18 0.76 -1.27 0.22
H 0.0726 -0.3634 -1.2048 0.32 -0.37 -1.82 0.20
H -1.5115 -1.0371 -0.3296 1.97 0.42 -0.64 0.22
H -0.7505 2.4448 1.5777 1.08 0.17 0.17 0.36
H 1.8197 0.6835 -0.4476 0.42 -1.21 -0.42 0.49
```
Forces are in eV/Å.

LUMO level: 0.7227 eV
Gap between HOMO and LUMO: 9.801 eV
Total charge: 0
HOMO level: -9.08 eV
Molar mass: 75.067 g/mol
Energy above the lowest of the compared OMol25 structures with the same formula, charge and spin: 144.7 kcal per mole
DFT total energy: -284.23670 Ha

Molecular formula: C4H5NO
Method: DFT, ωB97M-V/def2-TZVPD

Geometry as XYZ:
```
11
Properties=species:S:1:pos:R:3:forces:R:3:nbo_charge:R:1
C -1.0825 -1.0894 0.3090 -0.15 -0.01 -0.21 -0.45
C -1.2528 -0.2178 -0.6721 -0.23 -0.21 0.32 0.12
O -0.2035 0.1841 -1.5009 0.19 0.08 0.07 -0.46
C 0.8421 0.5628 -0.7691 0.36 0.18 0.07 0.48
N 1.9732 1.0879 -0.8105 -0.48 -0.24 -0.05 -0.35
C 1.2939 0.6969 0.5657 0.17 0.10 0.29 -0.34
H -0.1415 -1.6135 0.4418 -0.15 0.14 0.03 0.21
H -1.8728 -1.2806 1.0221 -0.10 -0.11 -0.23 0.22
H -2.1655 0.3265 -0.8847 0.06 -0.13 0.00 0.20
H 1.7106 -0.1540 1.1062 0.05 0.18 -0.15 0.18
H 0.8989 1.4971 1.1925 0.27 0.01 -0.14 0.19
```
Forces are in eV/Å.

LUMO level: 0.9729 eV
Gap between HOMO and LUMO: 10.895 eV
Total charge: 0
HOMO level: -9.92 eV
Molar mass: 83.090 g/mol
Energy above the lowest of the compared OMol25 structures with the same formula, charge and spin: 75.7 kcal per mole
DFT total energy: -285.29402 Ha
Structure (SMILES): C=COC1=NC1